Entry 1:
Here is an isolated ion of composition C4H7N2 and charge +1 from the Open Molecules 2025 dataset. Energies are from wB97M-V/def2-TZVPD.

CARTESIAN COORDINATES (ANGSTROEM)
C -1.1979 2.1879 -0.9192
C 0.6525 0.7252 0.0980
C -0.2802 -1.5769 0.6572
C 0.9572 -0.8296 0.1186
N -1.4621 1.1657 -1.5623
N -0.3016 1.2079 -0.5366
H -1.2359 3.2429 -0.8207
H 1.2167 1.3950 0.7154
H -1.0843 -1.3449 0.0314
H 0.0331 -2.6392 0.6590
H -0.5670 -1.3318 1.7077
H 1.8932 -0.9247 0.7408
H 1.3764 -1.2777 -0.8894

relative energy (zero: lowest compared OMol25 entry of this formula, charge and spin): 556.5 kJ/mol
structure (SMILES): CC/C=[N+]1C=N/1
HOMO energy: -16.225 eV
gap between HOMO and LUMO: 10.97 eV
LUMO level: -5.256 eV
net charge: +1

Results of the natural (NBO) charge analysis, in e, for atoms 1 through 8: number 1, C, carries 0.287; number 2, C, carries 0.260; number 3, C, carries -0.612; number 4, C, carries -0.468; number 5, N, carries 0.005; number 6, N, carries -0.208; number 7, H, carries 0.274; number 8, H, carries 0.243

Entry 2:
Here is a 2-piece molecular cluster, C4H7N2 overall from the Open Molecules 2025 dataset. Energies are from wB97M-V/def2-TZVPD.

CARTESIAN COORDINATES (ANGSTROEM)
C -0.5957 1.2670 0.8935
C 0.9679 -1.0038 -0.0786
C 0.5981 0.3154 -0.7672
C -0.4282 -0.7081 -0.1841
N 0.4442 1.4269 0.0670
N -1.1315 0.0069 0.7906
H -0.9197 2.0689 1.4111
H 1.1374 -1.8656 -0.6959
H 1.5407 -0.9344 0.7569
H 0.9017 0.5763 -1.8202
H -1.9623 -1.6214 -0.8875
H 0.7376 2.3778 0.0135
H -2.1539 -0.0849 0.9511

relative energy (zero: lowest compared OMol25 entry of this formula, charge and spin): 572.2 kJ/mol
HOMO energy (alpha / beta): -14.274 / -14.274 eV
gap between HOMO and LUMO (alpha / beta): 9.31 / 9.31 eV
LUMO level (alpha / beta): -4.969 / -4.968 eV
net charge: +1

Results of the natural (NBO) charge analysis, in e, for atoms 1 through 8: number 1, C, carries 0.355; number 2, C, carries -0.467; number 3, C, carries -0.114; number 4, C, carries 0.123; number 5, N, carries -0.479; number 6, N, carries -0.551; number 7, H, carries 0.233; number 8, H, carries 0.281